No. 1
A cluster of 2 separate species, C3H7FINO in total, computed with ωB97M-V/def2-TZVPD.

Calculated values
Structure (SMILES)   C/N=C(\F)OC.I
Spin multiplicity   1

```
14
C3H7FINO | the OMol25 dataset | ωB97M-V/def2-TZVPD
C -1.288 1.401 -0.027
C 2.302 -1.744 0.084
C 0.446 -0.272 0.036
N -0.736 0.057 -0.027
O 0.928 -1.449 -0.039
F 1.449 0.804 0.024
I -5.351 0.047 -0.262
H -1.187 1.926 -0.978
H -2.323 1.094 0.036
H -0.865 1.950 0.822
H 2.817 -1.461 -0.952
H 2.306 -2.830 0.162
H 2.923 -1.206 0.947
H -4.900 0.858 1.078
```

---

No. 2
A structure of composition C8H10BrCoN2, computed with ωB97M-V/def2-TZVPD.

Calculated values
Spin multiplicity   4
Charge   +1

```
22
C8H10BrCoN2 | the OMol25 dataset | ωB97M-V/def2-TZVPD
Co -3.843 -1.016 -0.954
Br -1.778 -0.389 0.146
N -0.748 2.048 -2.200
C -0.544 3.307 -1.702
C -0.078 4.086 -2.722
C 0.007 3.269 -3.879
C -0.400 2.007 -3.522
H -1.135 1.280 -1.681
H -0.697 3.483 -0.651
H 0.187 5.128 -2.662
H 0.294 3.557 -4.876
H -0.609 1.143 -4.129
N 0.152 -2.345 2.144
C 0.773 -3.542 2.010
C 1.699 -3.701 3.083
C 1.593 -2.599 3.872
C 0.606 -1.756 3.275
H -0.582 -1.950 1.554
H 0.499 -4.210 1.208
H 2.348 -4.546 3.238
H 2.072 -2.425 4.820
H 0.185 -0.827 3.628
```

---

No. 3
A cluster of 20 separate species, H40O20 in total, computed with ωB97M-V/def2-TZVPD.

Calculated values
Spin multiplicity   1

```
60
H40O20 | the OMol25 dataset | ωB97M-V/def2-TZVPD
O -2.654 -0.849 4.043
H -2.036 -0.571 4.734
H -2.135 -0.748 3.226
O -2.249 3.237 -3.797
H -2.531 3.970 -3.203
H -1.548 2.875 -3.253
O 0.069 4.190 -2.309
H -0.308 3.347 -1.851
H 0.800 3.893 -2.850
O 1.412 -0.947 -2.317
H 1.260 -1.885 -2.308
H 2.251 -0.764 -1.832
O -4.483 -1.019 -1.004
H -3.605 -0.664 -0.786
H -4.565 -0.991 -1.964
O -0.915 0.617 5.615
H -1.609 1.257 5.959
H -0.179 1.195 5.904
O 0.111 2.526 2.964
H 0.833 1.893 3.136
H -0.582 2.312 3.633
O -1.345 -4.565 -4.043
H -0.659 -5.059 -3.594
H -2.153 -4.754 -3.563
O -1.972 0.595 -1.921
H -2.579 1.157 -2.376
H -1.209 0.895 -1.431
O -0.098 -1.585 -0.470
H -0.116 -2.510 -0.309
H -0.202 -1.371 -1.376
O 3.094 -0.116 0.465
H 3.225 -0.140 1.427
H 2.134 -0.165 0.359
O -0.171 1.920 -0.634
H -0.224 0.917 -0.559
H -0.146 2.269 0.276
O 2.800 3.144 1.434
H 2.633 2.458 0.759
H 2.218 2.847 2.099
O 3.660 -5.110 -0.316
H 3.854 -4.296 -0.978
H 3.807 -4.805 0.587
O 0.379 -0.306 -5.114
H 0.544 0.648 -5.044
H 0.569 -0.492 -4.199
O 2.622 -4.018 3.310
H 2.622 -3.462 2.490
H 2.200 -3.307 3.863
O -3.834 -4.315 -1.352
H -4.401 -3.476 -1.272
H -2.995 -3.959 -1.718
O 1.280 0.898 4.592
H 1.933 1.369 5.135
H 1.715 0.116 4.273
O 4.113 -0.020 -2.127
H 3.386 0.620 -2.542
H 4.074 0.486 -1.264
O -2.679 5.258 0.985
H -3.259 4.524 0.702
H -2.154 4.838 1.703
```

---

No. 4
The molecule C2H3P, computed with ωB97M-V/def2-TZVPD.

Calculated values
Structure (SMILES)   C#P=C
Spin multiplicity   1

```
6
C2H3P | the OMol25 dataset | ωB97M-V/def2-TZVPD
C 1.805 -0.112 -0.308
C -0.299 0.442 0.786
P 1.439 0.875 1.043
H 1.180 -0.794 -0.894
H -0.888 1.120 0.103
H -0.723 -0.632 0.756
```

---

It is found that the relative energy (zero: lowest compared OMol25 entry of this formula, charge and spin) values, taken in the order of the records, are 24.0, 7.8, 154.8, 59.8 kcal per mole.